[1]
Entry from OMol25: C44H51AsIN4O4S2V as an isolated structure in a non-equilibrium geometry (ωB97M-V with the def2-TZVPD basis set).

Calculated values
Max |F| in eV Å⁻¹: 4.47
2S+1: 4
Net charge: +1
Gap between HOMO and LUMO (spin up / spin down) in eV: 6.672 / 7.236
HOMO energy (spin up / spin down) in eV: -9.417 / -9.980
Expectation value of S²: 3.76
ΔE to the lowest compared entry with this formula, charge and spin in kcal/mol: 0.0

Element x y z (Å)
V: 2.5255 -0.5196 1.3315
C: 5.0517 -1.5418 -0.1598
C: 4.3081 -0.4391 -0.9252
N: 2.8533 -0.3832 -0.7517
C: 2.0407 -1.4081 -1.4700
C: 2.0688 -2.7423 -0.7839
N: 2.0056 -2.6389 0.7408
C: 2.8438 -3.5716 1.5356
C: 4.2653 -3.1001 1.7760
N: 4.4496 -1.7032 1.2431
H: 5.0026 -2.4886 -0.6837
H: 6.1249 -1.2728 -0.1031
H: 4.7535 0.5171 -0.5829
H: 4.4930 -0.5351 -2.0194
H: 2.5338 0.5060 -1.1422
H: 1.0151 -0.9920 -1.4821
H: 2.4589 -1.5188 -2.4932
H: 1.1404 -3.2805 -1.0918
H: 2.9643 -3.3221 -1.0602
H: 1.0467 -2.9082 0.9653
H: 2.3902 -3.7207 2.5192
H: 2.8261 -4.6237 1.0819
H: 4.4617 -3.0715 2.8728
H: 5.0077 -3.8031 1.3607
H: 5.1377 -1.2459 1.8619
I: -0.8949 -0.7975 6.0430
C: 1.1211 -0.6265 5.3319
C: 2.2221 -0.2242 6.1323
C: 3.3672 0.2402 5.4501
C: 3.4874 0.1104 4.0772
N: 2.4783 -0.4568 3.3868
C: 1.3841 -0.9412 4.0344
H: 2.1240 -0.2050 7.2040
H: 4.1657 0.7951 5.9839
H: 4.3307 0.4432 3.5057
H: 0.6298 -1.4494 3.4331
C: -5.3779 0.7225 -1.9569
C: -4.4542 0.6858 -0.7668
C: -4.5935 -0.4749 0.1264
C: -2.9597 -0.5303 1.5765
C: -2.1246 0.6449 1.2938
C: -2.4816 1.6774 0.4516
C: -3.5569 1.6844 -0.4956
S: -0.5860 0.7428 2.1162
C: -0.2764 2.5445 2.3365
O: 0.4576 0.2413 1.0239
H: -6.1278 1.5012 -1.7784
H: -5.8807 -0.2318 -2.0843
H: -4.8249 1.0186 -2.8934
H: -5.5232 -1.0226 -0.0993
H: -2.5979 -1.1269 2.4182
H: -1.7462 2.4776 0.3402
H: -3.6473 2.6027 -1.0690
H: -0.2072 3.0358 1.3567
H: 0.7228 2.6083 2.7855
H: -1.0560 2.8874 2.9952
C: -2.7339 -4.9723 -4.2176
C: -3.7786 -4.6781 -3.3271
C: -3.7220 -3.5478 -2.5138
C: -2.6490 -2.6665 -2.6516
C: -1.7283 -2.8404 -3.7168
C: -1.7244 -4.0019 -4.4657
As: -1.9611 -1.3923 -1.3371
C: -3.2975 -1.3545 0.2922
C: -3.4940 -2.7797 0.6301
C: -4.2922 -3.1865 1.6496
C: -5.1004 -2.4011 2.5132
C: -5.2234 -1.0181 2.5552
C: -4.4379 -0.1461 1.6555
C: -1.8915 0.1448 -2.6272
C: -2.4207 0.1317 -3.9263
C: -2.0446 1.0885 -4.8734
C: -1.0503 2.0399 -4.5878
C: -0.5329 2.0871 -3.2830
C: -0.9757 1.1793 -2.3174
H: -2.7002 -5.9106 -4.7659
H: -4.5934 -5.4061 -3.1753
H: -4.5112 -3.3291 -1.7617
H: -0.9548 -2.1189 -3.9067
H: -0.9733 -4.1146 -5.2010
H: -2.8708 -3.5361 0.1161
H: -4.2818 -4.2804 1.8084
H: -5.6628 -2.9688 3.2263
H: -5.8813 -0.6560 3.2894
H: -4.6923 0.8785 1.9200
H: -3.1055 -0.6232 -4.2459
H: -2.5914 1.0867 -5.8223
H: -0.7380 2.7786 -5.3665
H: 0.2348 2.8337 -3.0132
H: -0.5660 1.2700 -1.3064
C: 1.1664 6.4030 -2.0602
C: 1.8753 5.5335 -1.0892
C: 1.6131 5.6511 0.2831
C: 2.2923 4.8946 1.2143
C: 3.1695 3.8944 0.7689
C: 3.5117 3.8338 -0.5424
C: 2.8367 4.6022 -1.4871
S: 3.8691 2.7159 1.8774
O: 5.3179 2.7238 1.7021
O: 3.3269 3.0538 3.1826
O: 3.3082 1.3471 1.4265
H: 0.1655 6.5500 -1.6301
H: 1.0377 5.8870 -3.0466
H: 1.6351 7.3798 -2.1822
H: 0.8935 6.4147 0.6108
H: 2.1988 5.0685 2.2820
H: 4.3424 3.1876 -0.8121
H: 3.0438 4.5009 -2.5435

[2]
Entry from OMol25: a 2-piece molecular cluster, C4H8O2 overall (ωB97M-V with the def2-TZVPD basis set).

Calculated values
Structure (SMILES): CCC=O.C=O
Max |F| in eV Å⁻¹: 0.88
Net charge: 0
Gap between HOMO and LUMO in eV: 10.373
HOMO energy in eV: -9.508
ΔE to the lowest compared entry with this formula, charge and spin in kcal/mol: 71.7

Element x y z (Å)
C: -0.8144 1.6589 0.5441
C: -0.9146 0.0853 0.2868
C: 0.2523 0.2446 -0.5988
O: 1.3976 0.2278 -0.2015
H: -1.7603 2.1235 0.3072
H: -0.4745 1.7617 1.5706
H: -0.0520 2.2246 -0.0352
H: -0.7329 -0.5056 1.1973
H: -1.8458 -0.2715 -0.1838
H: -0.0455 0.6089 -1.5995
C: 1.3308 -2.0984 -0.1848
O: 1.8690 -2.3747 -1.2244
H: 0.2375 -1.9322 -0.1165
H: 1.8558 -1.9914 0.7834

[3]
Entry from OMol25: one molecule with the formula C6H9N in a non-equilibrium geometry (ωB97M-V with the def2-TZVPD basis set).

Calculated values
Structure (SMILES): Cc1ccc(C)[nH]1
Max |F| in eV Å⁻¹: 1.20
Net charge: 0
Gap between HOMO and LUMO in eV: 9.005
HOMO energy in eV: -7.938
ΔE to the lowest compared entry with this formula, charge and spin in kcal/mol: 16.0

Element x y z (Å)
C: -2.5338 -0.3889 0.0930
C: -1.1185 0.1115 0.0474
C: -0.6346 1.3709 0.2042
C: 0.8034 1.3211 0.1035
C: 1.1453 0.0206 -0.0528
C: 2.4476 -0.7111 -0.0274
N: -0.0234 -0.7574 -0.1361
H: -2.5946 -1.4102 0.4858
H: -3.1477 0.2479 0.7417
H: -3.0003 -0.3814 -0.8981
H: -1.2260 2.2556 0.3991
H: 1.4836 2.1616 0.1244
H: 2.3705 -1.6964 -0.5044
H: 3.2449 -0.1441 -0.5119
H: 2.7211 -0.8930 1.0199
H: 0.0626 -1.1065 -1.0883

[4]
Entry from OMol25: C32H33Br2ClFeN2O9 as an isolated structure (ωB97M-V with the def2-TZVPD basis set).

Calculated values
Max |F| in eV Å⁻¹: 0.53
2S+1: 5
Net charge: -2
Gap between HOMO and LUMO (spin up / spin down) in eV: 6.790 / 6.425
HOMO energy (spin up / spin down) in eV: -2.927 / -2.563
Expectation value of S²: 6.01
ΔE to the lowest compared entry with this formula, charge and spin in kcal/mol: 0.0

Element x y z (Å)
Fe: -0.8519 -0.4449 -0.0356
C: 3.0497 -2.1984 -0.4539
O: 2.3670 -1.2450 0.3332
C: 2.4247 -1.3815 1.6767
C: 3.1893 -2.3155 2.3437
C: 3.1633 -2.3246 3.7349
Br: 4.2330 -3.6080 4.6538
C: 2.3905 -1.4579 4.4559
C: 1.5955 -0.5162 3.7833
C: 1.6220 -0.4690 2.3894
O: 0.9671 0.4353 1.6187
C: 0.7793 0.3755 4.6325
N: 1.1730 0.7945 5.8154
C: 0.1147 1.5429 6.2943
C: -0.0289 2.2303 7.5005
C: -1.2155 2.9024 7.7253
C: -2.2517 2.8970 6.7745
C: -2.1280 2.2262 5.5717
C: -0.9274 1.5577 5.3566
N: -0.4704 0.8150 4.2967
H: 4.1319 -2.1337 -0.2941
H: 2.8142 -1.9508 -1.4869
H: 2.7068 -3.2125 -0.2315
H: 3.7654 -3.0512 1.8063
H: 2.3701 -1.4748 5.5360
H: 0.1717 0.8036 2.0443
H: 0.7725 2.2291 8.2292
H: -1.3566 3.4416 8.6552
H: -3.1693 3.4312 6.9901
H: -2.9161 2.1979 4.8308
H: -1.0304 0.5342 3.4790
C: -2.8495 2.2191 -7.1945
C: -2.8646 2.8936 -5.8224
C: -2.2898 4.3080 -5.9832
C: -4.3233 2.9964 -5.3548
C: -2.0536 2.1165 -4.7878
C: -1.9392 2.6060 -3.4871
C: -1.2533 1.8888 -2.5388
Br: -1.1303 2.6061 -0.7844
C: -0.6436 0.6270 -2.7709
O: -0.0865 -0.0409 -1.8065
C: -0.6932 0.1756 -4.1140
C: -1.4139 0.9163 -5.0539
C: -0.0355 -1.1228 -4.6185
C: -1.1332 -2.1500 -4.9311
C: 0.9477 -1.7692 -3.6366
C: 0.7629 -0.8307 -5.9016
H: -3.4478 2.8061 -7.8966
H: -3.2741 1.2144 -7.1503
H: -1.8353 2.1451 -7.5928
H: -2.8627 4.8738 -6.7248
H: -1.2485 4.2625 -6.3092
H: -2.3205 4.8579 -5.0419
H: -4.9288 3.5338 -6.0918
H: -4.3956 3.5244 -4.4033
H: -4.7490 2.0019 -5.2113
H: -2.4014 3.5412 -3.1966
H: -1.4723 0.5153 -6.0570
H: -1.6877 -2.3971 -4.0239
H: -0.6920 -3.0700 -5.3277
H: -1.8444 -1.7652 -5.6653
H: 0.4682 -2.0254 -2.6982
H: 1.7687 -1.0907 -3.3987
H: 1.3589 -2.6738 -4.0978
H: 0.1273 -0.5006 -6.7245
H: 1.2852 -1.7355 -6.2257
H: 1.5060 -0.0523 -5.7166
O: -4.8747 -0.0355 0.6487
C: -3.6550 -0.0334 0.6398
O: -2.8781 -0.4409 -0.2883
C: -2.8768 0.5069 1.8884
O: -3.4283 0.9662 2.8743
O: -1.5849 0.4027 1.7707
Cl: 0.5868 -5.9342 -1.1341
C: -0.3703 -4.4265 -0.9434
C: -0.0008 -3.5731 0.2834
O: 0.7170 -4.0246 1.1668
O: -0.5573 -2.4368 0.2162
H: -1.4155 -4.7145 -0.8614
H: -0.2372 -3.8500 -1.8525